[1]
Formula: H2IO2PS
Source: the Open Molecules 2025 dataset
Level of theory: ωB97M-V with the def2-TZVPD basis set

```
7
Properties=species:S:1:pos:R:3:lowdin_charge:R:1
O -0.521 -0.613 1.247 -0.3081
O -0.665 -0.653 -1.177 -0.2557
P -0.036 0.195 -0.039 -0.0128
S -0.520 2.331 0.013 0.0402
I 2.473 -0.512 -0.316 0.3743
H -0.826 -0.004 2.041 0.1470
H 0.094 -0.744 -1.770 0.0152
```

electronic energy: -32353.3688 eV
strongest force on any atom: 4.9 eV Å⁻¹
Kohn-Sham gap: 7.723 eV
HOMO level: -9.13 eV
lowest unoccupied orbital energy: -1.40 eV
SMILES: OP(O)(=S)I
ΔE to the lowest compared entry with this formula, charge and spin: 1.0055 eV



[2]
Formula: C58H40N5S2Y
Source: the Open Molecules 2025 dataset
Level of theory: ωB97M-V with the def2-TZVPD basis set

```
106
Properties=species:S:1:pos:R:3:lowdin_charge:R:1
Y 0.000 0.000 0.000 1.1189
C -1.899 1.107 -6.959 -0.1104
C -2.533 -0.071 -6.561 -0.1163
C -2.382 -0.537 -5.254 -0.0571
C -1.594 0.176 -4.335 -0.2050
C -0.955 1.353 -4.746 -0.0251
C -1.108 1.817 -6.054 -0.0603
C -1.441 -0.300 -2.923 -0.0849
C -0.506 -1.256 -2.666 -0.3076
C 0.251 -1.835 -3.778 -0.0156
C 1.050 -2.782 -3.312 -0.0010
C 0.885 -2.793 -1.888 -0.3011
C 1.622 -3.569 -1.080 -0.1221
C 2.668 -4.518 -1.480 -0.2012
C 3.936 -4.058 -1.855 -0.0146
C 4.936 -4.962 -2.218 -0.0912
C 4.673 -6.332 -2.205 -0.1202
C 3.411 -6.798 -1.836 -0.1028
C 2.409 -5.893 -1.478 -0.0285
C 1.315 -3.200 0.314 -0.2672
N 0.422 -2.322 0.687 0.0344
C 0.549 -2.255 2.060 -0.2625
C -0.118 -1.482 2.948 -0.0365
C 0.327 -1.650 4.376 -0.1873
C 1.334 -0.822 4.898 -0.0421
C 1.739 -0.962 6.225 -0.0658
C 1.143 -1.927 7.038 -0.1089
C 0.141 -2.752 6.528 -0.1080
C -0.270 -2.615 5.201 -0.0348
C -1.244 -0.471 2.675 -0.2460
C -1.807 0.202 3.771 -0.1156
C -2.809 1.001 3.296 -0.0483
C -2.810 0.806 1.944 -0.2600
N -1.863 -0.069 1.540 0.0069
C -3.749 1.474 1.000 -0.0437
C -3.460 1.179 -0.270 -0.2570
C -4.166 1.554 -1.447 -0.0256
C -3.549 1.032 -2.495 0.0100
C -2.371 0.327 -1.893 -0.1773
N -2.348 0.414 -0.586 0.0394
C -4.874 2.349 1.373 -0.1819
C -4.769 3.738 1.218 -0.0130
C -5.830 4.569 1.584 -0.0942
C -6.998 4.017 2.108 -0.1188
C -7.109 2.635 2.266 -0.0999
C -6.049 1.803 1.899 -0.0236
C 1.598 -3.199 2.435 -0.0191
C 2.101 -3.821 1.375 0.0162
N -0.071 -1.879 -1.515 0.0050
H -2.011 1.465 -7.978 0.0830
H -3.137 -0.634 -7.266 0.0820
H -2.861 -1.462 -4.940 0.1143
H -0.329 1.894 -4.040 0.0629
H -0.603 2.726 -6.364 0.0946
H 0.183 -1.577 -4.820 0.1095
H 1.721 -3.391 -3.890 0.1088
H 4.131 -2.987 -1.873 0.1092
H 5.912 -4.593 -2.515 0.0936
H 5.450 -7.036 -2.490 0.0860
H 3.200 -7.863 -1.834 0.0887
H 1.420 -6.253 -1.202 0.1166
H 1.800 -0.071 4.262 0.0446
H 2.521 -0.319 6.621 0.0902
H 1.462 -2.036 8.071 0.0846
H -0.322 -3.505 7.160 0.0858
H -1.051 -3.259 4.803 0.1175
H -1.529 0.110 4.812 0.1110
H -3.456 1.649 3.868 0.1052
H -5.070 2.138 -1.479 0.1067
H -3.832 1.099 -3.525 0.0982
H -3.858 4.173 0.812 0.1264
H -5.742 5.644 1.458 0.0937
H -7.824 4.664 2.392 0.0874
H -8.019 2.204 2.673 0.0908
H -6.142 0.725 2.021 0.1202
H 1.946 -3.384 3.437 0.1056
H 2.879 -4.551 1.299 0.1039
S 2.641 -0.379 -0.586 0.6054
C 2.502 0.254 1.073 -1.0021
N 1.389 0.577 1.755 -0.0915
C 1.702 1.035 3.019 -0.3556
C 0.773 1.457 3.993 -0.0267
C 1.219 1.901 5.242 -0.0899
C 2.579 1.928 5.532 -0.1313
C 3.520 1.515 4.583 -0.0843
C 3.059 1.071 3.330 -0.5107
S 3.965 0.509 1.984 1.0098
H -0.284 1.430 3.751 0.0911
H 0.495 2.224 5.985 0.1094
H 2.918 2.274 6.505 0.0968
H 4.582 1.534 4.803 0.0994
C 0.579 1.368 -1.935 -0.2119
C 0.978 2.187 -3.066 -0.3642
C 1.394 1.589 -4.259 -0.1244
C 1.728 2.377 -5.364 -0.1401
C 1.647 3.766 -5.280 -0.1750
C 1.236 4.368 -4.092 -0.1200
C 0.900 3.580 -2.989 -0.0620
H 0.440 0.271 -2.044 -0.0270
H -0.169 1.749 -1.207 -0.0573
H 1.454 0.507 -4.344 0.1147
H 2.044 1.905 -6.290 0.0975
H 1.903 4.378 -6.141 0.0702
H 1.171 5.451 -4.025 0.0817
H 0.574 4.064 -2.071 0.1088
H -0.298 1.978 0.448 -0.0600
```

electronic energy: -90954.8774 eV
strongest force on any atom: 4.4 eV Å⁻¹
Kohn-Sham gap: 4.329 eV
charge: -2
HOMO level: -0.21 eV
lowest unoccupied orbital energy: 4.12 eV



[3]
Formula: C21H43N2OOsP3
Source: the Open Molecules 2025 dataset
Level of theory: ωB97M-V with the def2-TZVPD basis set

```
71
Properties=species:S:1:pos:R:3:lowdin_charge:R:1
Os -0.723 -0.194 -0.078 1.1111
P -2.365 1.217 -0.737 0.6346
P -0.223 1.468 1.682 0.7566
P -0.571 -1.935 -1.682 0.7302
H -1.248 -1.134 2.420 0.0787
C -0.877 -1.579 1.492 -0.2669
C 0.532 -1.440 1.137 -0.2716
H 1.212 -0.928 1.819 0.0398
C -3.800 1.026 0.382 -0.2140
C -2.211 3.054 -0.854 -0.2056
C -2.956 0.869 -2.428 -0.2084
C 0.990 1.092 3.020 -0.2127
C 0.503 3.075 1.149 -0.2058
C -1.625 1.994 2.765 -0.2146
C 0.557 -3.364 -1.431 -0.2030
C -0.188 -1.474 -3.413 -0.2004
C -2.123 -2.864 -1.907 -0.2199
H -1.413 -2.481 1.189 0.0653
H 1.030 -2.235 0.584 0.0445
H -4.723 1.054 -0.201 0.0834
H -3.811 1.843 1.109 0.0592
H -3.740 0.092 0.949 0.0246
H -3.121 3.463 -1.327 0.0912
H -1.350 3.318 -1.485 0.0562
H -2.087 3.515 0.136 0.0472
H -3.808 1.533 -2.643 0.0926
H -3.262 -0.182 -2.512 0.0380
H -2.148 1.074 -3.147 0.0531
H 0.971 1.885 3.780 0.0882
H 2.004 1.039 2.607 0.0643
H 0.751 0.143 3.510 0.0641
H 0.382 3.827 1.941 0.0915
H 0.044 3.454 0.234 0.0206
H 1.575 2.939 0.969 0.0606
H -1.227 2.410 3.702 0.0813
H -2.248 1.128 3.013 0.0529
H -2.241 2.757 2.278 0.0445
H 0.320 -4.150 -2.160 0.0855
H 0.431 -3.786 -0.427 0.0626
H 1.599 -3.054 -1.569 0.0747
H -0.322 -2.354 -4.058 0.0908
H 0.850 -1.135 -3.492 0.0610
H -0.863 -0.680 -3.751 0.0409
H -1.899 -3.878 -2.260 0.0837
H -2.752 -2.341 -2.633 0.0604
H -2.650 -2.945 -0.954 -0.0045
C -4.901 -2.988 0.515 -0.1941
C -6.200 -2.565 0.868 0.0746
C -7.141 -3.533 1.238 0.0389
C -6.840 -4.892 1.199 0.0854
C -5.577 -5.294 0.772 0.0458
C -4.600 -4.356 0.430 0.0550
O -3.820 -2.115 0.443 -0.0123
H -3.937 -1.330 -0.150 0.0959
H -6.456 -1.501 0.881 0.1447
H -8.134 -3.202 1.553 0.1535
H -7.582 -5.630 1.480 0.1603
H -5.313 -6.353 0.695 0.1538
H -3.595 -4.671 0.134 0.1361
C 4.525 1.206 -1.532 0.0353
N 3.079 1.139 -1.596 -0.0759
C 2.278 1.784 -2.530 0.0284
C 0.987 1.478 -2.214 -0.1140
N 0.994 0.638 -1.098 -0.1676
C 2.272 0.469 -0.751 -0.1223
H 4.968 0.859 -2.470 0.1229
H 4.865 2.232 -1.364 0.1226
H 4.887 0.583 -0.712 0.1111
H 2.656 2.410 -3.321 0.1581
H 0.094 1.793 -2.737 0.1053
H 2.660 -0.124 0.081 0.1519
```

electronic energy: -57794.0634 eV
strongest force on any atom: 3.9 eV Å⁻¹
Kohn-Sham gap (spin up / spin down): 9.584 / 5.775 eV
charge: +4
HOMO level (spin up / spin down): -20.75 / -20.71 eV
lowest unoccupied orbital energy (spin up / spin down): -11.17 / -14.93 eV
multiplicity: 5
⟨S²⟩: 6.031



[4]
Formula: C4H7N2
Source: the Open Molecules 2025 dataset
Level of theory: ωB97M-V with the def2-TZVPD basis set

```
13
Properties=species:S:1:pos:R:3:lowdin_charge:R:1
C 0.244 0.468 -0.076 -0.3247
C -1.080 0.878 -0.075 0.1025
C 1.246 1.563 -0.030 0.0067
C -0.180 -1.906 -0.083 -0.0710
N -2.281 0.938 0.011 0.3545
N 0.529 -0.767 0.149 0.1165
H 1.643 1.997 -0.914 0.0891
H 2.146 1.115 0.640 0.1718
H 0.865 2.349 0.494 0.0464
H 0.541 -2.544 -0.548 0.1159
H -1.118 -1.662 -0.647 0.1119
H -0.708 -2.243 0.729 0.0892
H -3.080 1.418 0.507 0.1912
```

electronic energy: -7230.9305 eV
strongest force on any atom: 7.6 eV Å⁻¹
Kohn-Sham gap: 8.551 eV
charge: +1
HOMO level: -15.02 eV
lowest unoccupied orbital energy: -6.47 eV
SMILES: C/N=C(/C)C#[NH+]
ΔE to the lowest compared entry with this formula, charge and spin: 4.8078 eV



[5]
Formula: C2H5NOS
Source: the Open Molecules 2025 dataset
Level of theory: ωB97M-V with the def2-TZVPD basis set

```
10
Properties=species:S:1:pos:R:3:lowdin_charge:R:1
C 1.225 -0.135 0.299 -0.3032
C -0.219 0.047 0.003 -0.8358
H 1.548 -1.872 -0.583 0.0803
H 1.143 -2.077 0.963 0.0625
H 1.450 0.294 1.320 0.1387
H 1.835 0.375 -0.469 0.1231
H -1.840 -0.827 -0.266 0.0726
N 1.741 -1.512 0.370 -0.0083
O -0.967 -1.110 -0.004 -0.0159
S -0.914 1.506 -0.334 0.6860
```

electronic energy: -16527.4496 eV
strongest force on any atom: 2.2 eV Å⁻¹
Kohn-Sham gap: 9.218 eV
HOMO level: -9.09 eV
lowest unoccupied orbital energy: 0.13 eV
SMILES: NCC(O)=S
ΔE to the lowest compared entry with this formula, charge and spin: 0.9318 eV



[6]
Formula: ArH22O11
Source: the Open Molecules 2025 dataset
Level of theory: ωB97M-V with the def2-TZVPD basis set

```
34
Properties=species:S:1:pos:R:3:lowdin_charge:R:1
Ar -0.094 -0.175 0.273 0.2458
O -0.800 -3.079 2.415 -0.0747
H -0.886 -3.613 3.204 0.0367
H -0.029 -2.536 2.576 -0.0350
O 1.484 -1.751 2.187 -0.1161
H 1.984 -0.941 2.292 0.0009
H 1.729 -2.073 1.319 -0.0277
O -1.816 2.342 3.136 -0.0717
H -1.562 1.451 2.896 -0.0233
H -2.548 2.548 2.553 0.0165
O -2.285 -0.329 2.834 -0.0594
H -3.113 -0.475 2.376 0.0510
H -1.655 -0.884 2.375 -0.0253
O -0.877 3.699 0.093 -0.0626
H -1.733 4.093 0.260 0.0292
H -1.066 2.937 -0.454 -0.0261
O 1.311 1.511 -3.111 -0.0337
H 0.783 2.143 -2.622 0.0440
H 2.006 2.035 -3.507 0.0576
O -2.955 -0.742 -2.775 -0.0364
H -2.338 -1.362 -2.386 0.0503
H -3.728 -0.788 -2.212 0.0563
O 2.330 -2.511 -0.331 -0.0556
H 2.277 -3.434 -0.579 0.0597
H 2.076 -2.035 -1.121 -0.0131
O 1.985 -1.163 -2.819 -0.0519
H 1.798 -0.231 -2.931 -0.0151
H 2.892 -1.262 -3.108 0.0510
O -2.046 1.816 -2.156 -0.0641
H -2.130 2.423 -2.891 0.0447
H -2.100 0.947 -2.555 -0.0129
O 3.468 0.316 1.857 -0.0362
H 4.102 -0.121 1.288 0.0480
H 3.538 1.243 1.627 0.0495
```

electronic energy: -37234.6921 eV
strongest force on any atom: 1.0 eV Å⁻¹
Kohn-Sham gap: 10.145 eV
HOMO level: -10.12 eV
lowest unoccupied orbital energy: 0.03 eV
ΔE to the lowest compared entry with this formula, charge and spin: 0.6330 eV